{
  "formula": "C40H29O3",
  "method": "ωB97M-V with the def2-TZVPD basis set",
  "elements": ["C", "C", "C", "C", "C", "C", "C", "C", "C", "C", "C", "C", "C", "O", "O", "C", "C", "H", "H", "H", "H", "H", "H", "H", "H", "H", "H", "H", "C", "C", "C", "C", "C", "C", "C", "C", "C", "C", "C", "C", "C", "C", "C", "C", "C", "C", "C", "C", "C", "C", "C", "O", "C", "C", "H", "H", "H", "H", "H", "H", "H", "H", "H", "H", "H", "H", "H", "H", "H", "H", "H", "H"],
  "positions_angstrom": [[-3.761, -1.859, -2.706], [-2.531, -2.528, -2.694], [-1.338, -1.795, -2.640], [-1.337, -0.391, -2.637], [-0.070, 0.455, -2.475], [1.190, -0.196, -2.700], [2.480, 0.440, -2.603], [3.729, -0.434, -2.750], [3.704, -1.837, -2.770], [4.886, -2.592, -2.753], [6.126, -1.943, -2.733], [6.179, -0.542, -2.735], [4.992, 0.198, -2.764], [2.655, 1.644, -2.353], [-0.209, 1.637, -2.117], [-2.588, 0.262, -2.694], [-3.790, -0.457, -2.691], [-4.690, -2.430, -2.727], [-2.496, -3.622, -2.720], [-0.383, -2.316, -2.601], [1.160, -1.206, -3.090], [2.739, -2.340, -2.787], [4.831, -3.686, -2.752], [7.045, -2.529, -2.716], [7.151, -0.033, -2.719], [5.048, 1.288, -2.777], [-2.625, 1.353, -2.733], [-4.756, 0.067, -2.684], [-5.945, 4.079, 0.534], [-4.988, 3.912, -0.472], [-3.807, 3.223, -0.197], [-3.609, 2.595, 1.049], [-2.381, 1.801, 1.271], [-1.173, 2.172, 0.749], [0.047, 1.470, 1.028], [1.294, 2.047, 0.720], [2.560, 1.409, 0.907], [2.758, 0.044, 0.549], [3.974, -0.588, 0.752], [5.017, 0.102, 1.378], [4.851, 1.444, 1.747], [3.672, 2.109, 1.453], [-0.063, 0.213, 1.707], [-1.247, -0.278, 2.190], [-1.298, -1.594, 2.859], [-0.531, -2.657, 2.334], [-0.541, -3.913, 2.939], [-1.265, -4.108, 4.119], [-2.008, -3.059, 4.673], [-2.053, -1.825, 4.024], [-2.480, 0.532, 2.041], [-3.562, 0.132, 2.491], [-4.599, 2.751, 2.038], [-5.745, 3.511, 1.797], [-6.852, 4.646, 0.333], [-5.154, 4.315, -1.472], [-3.033, 3.123, -0.964], [-1.111, 3.069, 0.136], [1.267, 3.077, 0.353], [1.925, -0.493, 0.093], [4.104, -1.621, 0.419], [5.954, -0.415, 1.577], [5.663, 1.968, 2.252], [3.555, 3.170, 1.677], [0.847, -0.346, 1.916], [0.047, -2.492, 1.421], [0.018, -4.734, 2.485], [-1.258, -5.082, 4.605], [-2.557, -3.200, 5.605], [-2.679, -1.023, 4.413], [-4.473, 2.257, 2.999], [-6.481, 3.649, 2.590]],
  "charge": -1,
  "molar_mass_g_mol": 557.669,
  "e_above_lowest_ev": 0.077,
  "total_energy_ha": -1767.4370,
  "homo_lumo_gap_ha": 0.2134
}